No. 1
{"formula": "C5H12N", "method": "ωB97M-V with the def2-TZVPD basis set", "multiplicity": 1, "molar_mass_g_mol": 86.2, "e_lumo_ev": -8.44, "fmax_ev_per_a": 5.30, "total_charge": 1, "orbital_gap_ha": 0.22977, "e_above_lowest_ev": 6.580, "species": ["C", "C", "C", "C", "C", "N", "H", "H", "H", "H", "H", "H", "H", "H", "H", "H", "H", "H"], "xyz": [[-0.29482, -0.33432, -1.60651], [0.90195, 0.61245, -1.35862], [0.82894, 1.52783, -0.12941], [1.23994, 0.65977, 1.06410], [0.37778, -0.23199, 1.50979], [-2.21584, -1.32806, 1.13264], [-1.02747, 0.31083, -2.10495], [-0.66663, -0.71481, -0.63105], [0.03622, -1.16326, -2.21897], [1.19594, 1.29252, -2.14997], [1.72006, -0.12989, -1.20088], [-0.23597, 1.89159, -0.10968], [1.56900, 2.31643, -0.15742], [2.25596, 0.61161, 1.46850], [0.72572, -1.21650, 1.88287], [-2.08945, -2.29628, 1.41264], [-1.32982, -0.89691, 1.55627], [-2.99151, -0.91101, 1.64065]]}

***

No. 2
{"formula": "C5H12N", "method": "ωB97M-V with the def2-TZVPD basis set", "multiplicity": 1, "molar_mass_g_mol": 86.2, "e_lumo_ev": -3.55, "fmax_ev_per_a": 7.06, "total_charge": 1, "orbital_gap_ha": 0.36735, "e_above_lowest_ev": 2.480, "smiles": "CC(C)=CC[NH3+]", "species": ["C", "C", "C", "C", "C", "N", "H", "H", "H", "H", "H", "H", "H", "H", "H", "H", "H", "H"], "xyz": [[-2.16450, 0.85198, -0.17617], [-0.82924, 0.21849, 0.02933], [-0.76474, -1.15693, -0.47940], [0.04614, 0.94872, 0.74740], [1.65369, 0.29563, 0.91297], [1.95156, -0.49257, -0.27014], [-2.76468, 0.24919, -0.90158], [-2.76541, 1.02974, 0.72957], [-1.98013, 1.89622, -0.61534], [0.08819, -1.70649, -0.17224], [-0.67444, -1.16789, -1.63555], [-1.67756, -1.70978, -0.40704], [0.00839, 1.92807, 1.01950], [2.19642, 1.15783, 1.04824], [1.71934, -0.29219, 1.83677], [2.91716, -0.28210, -0.55198], [1.20633, -0.28749, -0.98665], [1.83348, -1.48043, -0.12768]]}

***

No. 3
{"formula": "C5H12N", "method": "ωB97M-V with the def2-TZVPD basis set", "multiplicity": 2, "molar_mass_g_mol": 86.2, "e_lumo_ev": [-9.73, -13.48], "fmax_ev_per_a": 1.50, "total_charge": 2, "orbital_gap_ha": [0.34377, 0.20547], "e_above_lowest_ev": 1.965, "species": ["C", "C", "C", "H", "H", "H", "H", "H", "H", "C", "C", "N", "H", "H", "H", "H", "H", "H"], "xyz": [[-0.76946, -1.86723, 0.35992], [-1.47558, -1.04476, 1.38654], [-2.07056, 0.19740, 1.12305], [-1.07938, -2.90638, 0.53630], [-1.06969, -1.55348, -0.64308], [0.32356, -1.83824, 0.45894], [-1.57201, -1.40640, 2.41241], [-2.45652, 0.77074, 1.96579], [-2.34639, 0.57700, 0.13870], [1.37149, 0.48999, -1.21765], [2.55942, 1.03154, -1.41498], [0.43482, 1.12295, -0.25161], [0.96730, -0.38432, -1.69219], [3.27386, 0.50481, -2.03513], [2.86328, 2.00032, -1.02467], [0.00996, 0.41111, 0.36355], [0.88928, 1.80677, 0.36160], [-0.36306, 1.54762, -0.73699]]}

***

No. 4
{"formula": "C5H12N2", "method": "ωB97M-V with the def2-TZVPD basis set", "multiplicity": 1, "molar_mass_g_mol": 100.2, "e_lumo_ev": 1.14, "fmax_ev_per_a": 5.71, "total_charge": 0, "orbital_gap_ha": 0.32878, "e_above_lowest_ev": 3.136, "smiles": "CN/C=C/CCN", "species": ["C", "N", "C", "C", "C", "C", "N", "H", "H", "H", "H", "H", "H", "H", "H", "H", "H", "H", "H"], "xyz": [[1.90438, 2.29634, -0.68531], [1.32598, 1.70357, 0.56235], [0.33911, 0.70576, 0.46110], [-0.16703, -0.06547, 1.44756], [-1.05788, -1.13158, 1.13042], [-0.76780, -1.99477, -0.24791], [-1.68274, -1.46118, -1.29583], [1.22431, 2.28317, -1.60776], [2.03576, 3.33015, -0.40294], [2.91108, 1.82285, -0.97892], [0.96628, 2.40660, 1.11794], [-0.03303, 0.81881, -0.51703], [0.12056, -0.10529, 2.42857], [-1.99162, -0.63003, 0.90326], [-1.26315, -1.89089, 1.79649], [0.28825, -1.82298, -0.46986], [-0.71797, -2.97169, -0.01096], [-2.30595, -2.14928, -1.58803], [-1.12853, -1.14408, -2.04315]]}

***

No. 5
{"formula": "C5H12N2", "method": "ωB97M-V with the def2-TZVPD basis set", "multiplicity": 1, "molar_mass_g_mol": 100.2, "e_lumo_ev": 1.01, "fmax_ev_per_a": 1.81, "total_charge": 0, "orbital_gap_ha": 0.32049, "e_above_lowest_ev": 1.219, "smiles": "C/C(=C\\N)CCN", "species": ["C", "C", "C", "N", "C", "C", "N", "H", "H", "H", "H", "H", "H", "H", "H", "H", "H", "H", "H"], "xyz": [[0.34191, -1.65103, -0.25649], [-0.32437, -0.30584, -0.43750], [-1.37463, -0.22122, -1.26367], [-2.10160, -1.30362, -1.81092], [0.13988, 0.88871, 0.38279], [1.39965, 0.69392, 1.19455], [1.76059, 1.96138, 1.82580], [0.04962, -2.11018, 0.70097], [0.11934, -2.37812, -1.03002], [1.41141, -1.50988, -0.11484], [-1.88746, 0.73946, -1.27140], [-3.02419, -0.96892, -2.04143], [-2.14287, -2.15788, -1.27968], [0.40525, 1.67623, -0.32845], [-0.72444, 1.25922, 0.91712], [2.19416, 0.38403, 0.50973], [1.34724, -0.09493, 1.91911], [2.51492, 1.90273, 2.49049], [0.93639, 2.37292, 2.24150]]}

***

No. 6
{"formula": "C5H12N2", "method": "ωB97M-V with the def2-TZVPD basis set", "multiplicity": 1, "molar_mass_g_mol": 100.2, "e_lumo_ev": 0.84, "fmax_ev_per_a": 4.44, "total_charge": 0, "orbital_gap_ha": 0.29199, "e_above_lowest_ev": 3.980, "species": ["C", "C", "C", "C", "C", "N", "N", "H", "H", "H", "H", "H", "H", "H", "H", "H", "H", "H", "H"], "xyz": [[1.25363, -2.23373, 0.96889], [-1.86016, 0.40882, -0.08784], [-0.41322, 0.70375, -2.07120], [0.66095, -0.15247, 1.99866], [-0.40366, 0.46577, -0.55738], [0.73017, -1.03092, 0.83026], [0.21628, -0.80753, -0.33647], [1.62124, -2.59735, 1.97977], [1.19938, -3.00589, 0.21853], [-1.83809, 0.45024, 1.00728], [-2.44021, 1.10232, -0.59920], [-2.13028, -0.61927, -0.26985], [0.75424, 0.64494, -2.50715], [-0.62354, 1.72848, -2.28454], [-0.94962, -0.06395, -2.64494], [-0.32588, -0.15581, 2.51402], [1.46306, -0.37498, 2.71521], [0.86840, 0.80947, 1.74520], [0.17902, 1.35356, -0.09855]]}

***

No. 7
{"formula": "C5H12N2", "method": "ωB97M-V with the def2-TZVPD basis set", "multiplicity": 1, "molar_mass_g_mol": 100.2, "e_lumo_ev": 1.04, "fmax_ev_per_a": 2.25, "total_charge": 0, "orbital_gap_ha": 0.36081, "e_above_lowest_ev": 1.202, "smiles": "[H]/N=C\\NCCCC", "species": ["H", "N", "C", "N", "C", "C", "C", "C", "H", "H", "H", "H", "H", "H", "H", "H", "H", "H", "H"], "xyz": [[-1.85924, -3.43598, -0.80593], [-1.99211, -3.42260, 0.20339], [-1.27575, -2.55498, 0.78163], [-0.36071, -1.71570, 0.16116], [-0.05773, -0.36217, 0.57373], [1.16588, 0.18426, -0.16328], [0.74377, 1.47624, -0.94038], [0.25349, 2.62718, -0.07426], [-1.38284, -2.35230, 1.85496], [0.04108, -2.18093, -0.63364], [0.09080, -0.28102, 1.66221], [-0.96381, 0.23499, 0.36424], [1.95640, 0.49519, 0.51804], [1.56075, -0.43087, -0.97454], [1.65535, 1.69165, -1.50349], [-0.12185, 1.22030, -1.56812], [1.04593, 2.73097, 0.68693], [0.18153, 3.57434, -0.60200], [-0.68094, 2.50143, 0.45934]]}

***

No. 8
{"formula": "C5H12N2", "method": "ωB97M-V with the def2-TZVPD basis set", "multiplicity": 1, "molar_mass_g_mol": 100.2, "e_lumo_ev": 0.98, "fmax_ev_per_a": 1.75, "total_charge": 0, "orbital_gap_ha": 0.32858, "e_above_lowest_ev": 1.534, "smiles": "C[C@H](N)C/C=C\\N", "species": ["C", "C", "N", "C", "C", "C", "N", "H", "H", "H", "H", "H", "H", "H", "H", "H", "H", "H", "H"], "xyz": [[0.29771, 0.42016, 2.13995], [0.00253, 0.93635, 0.74801], [-0.74390, 2.18832, 0.68537], [-0.79366, -0.09021, -0.07699], [-0.03515, -1.35992, -0.36892], [0.71332, -1.70267, -1.42051], [0.40739, -1.56827, -2.78072], [0.66343, 1.15910, 2.85446], [0.93477, -0.44723, 2.03624], [-0.67379, 0.14893, 2.55494], [0.92980, 1.14658, 0.19296], [-0.89514, 2.54983, -0.24193], [-0.43654, 2.91334, 1.31407], [-1.72406, -0.28529, 0.46904], [-1.07790, 0.40294, -1.01076], [0.06249, -1.91853, 0.55268], [1.66124, -2.23201, -1.30802], [-0.45031, -1.07743, -2.99669], [1.15777, -1.18399, -3.34318]]}

***

No. 9
{"formula": "C5H12N2", "method": "ωB97M-V with the def2-TZVPD basis set", "multiplicity": 1, "molar_mass_g_mol": 100.2, "e_lumo_ev": 0.91, "fmax_ev_per_a": 1.76, "total_charge": 0, "orbital_gap_ha": 0.34985, "e_above_lowest_ev": 1.489, "smiles": "[H]/N=C(/C)NC.C=C", "species": ["H", "N", "C", "C", "N", "C", "H", "H", "H", "H", "H", "H", "H", "C", "C", "H", "H", "H", "H"], "xyz": [[2.07460, 0.15004, -1.45510], [1.98558, 1.03295, -0.95053], [1.41625, 0.82827, 0.18970], [1.18959, 2.02225, 1.08428], [0.99625, -0.42050, 0.54987], [0.10619, -0.71249, 1.64677], [0.24243, 2.49587, 0.81009], [1.15644, 1.72995, 2.13603], [1.99833, 2.74670, 0.94950], [1.05331, -1.14686, -0.15300], [0.64063, -0.65772, 2.59955], [-0.29272, -1.72600, 1.53984], [-0.74057, -0.01950, 1.66668], [-1.39447, -0.75548, -1.92140], [-2.54507, -1.35776, -1.61002], [-0.68557, -1.21399, -2.60317], [-1.14014, 0.21704, -1.50848], [-3.25695, -0.88961, -0.93740], [-2.80412, -2.32316, -2.03323]]}

***

No. 10
{"formula": "C5H12N2", "method": "ωB97M-V with the def2-TZVPD basis set", "multiplicity": 1, "molar_mass_g_mol": 100.2, "e_lumo_ev": 1.01, "fmax_ev_per_a": 0.28, "total_charge": 0, "orbital_gap_ha": 0.33071, "e_above_lowest_ev": 1.349, "smiles": "C=C(C)N.C=CN", "species": ["C", "C", "C", "N", "H", "H", "H", "H", "H", "H", "H", "C", "C", "N", "H", "H", "H", "H", "H"], "xyz": [[0.92910, -2.14503, -1.97251], [-0.03014, -1.39358, -1.43957], [-0.08010, 0.09836, -1.58153], [-1.03491, -1.91703, -0.63597], [1.74111, -1.71087, -2.52407], [0.94144, -3.21478, -1.85351], [-0.10136, 0.55759, -0.59314], [-0.98190, 0.39925, -2.11620], [0.78498, 0.46156, -2.12743], [-1.15958, -2.91530, -0.70285], [-1.90084, -1.40115, -0.63400], [-0.01734, 0.47388, 1.96427], [-0.33817, 1.75583, 2.08562], [0.56860, 2.78854, 2.24591], [-0.76633, -0.29375, 1.92398], [1.00859, 0.15137, 1.91587], [-1.37189, 2.07209, 2.13753], [1.52248, 2.54659, 2.02069], [0.28628, 3.68644, 1.88691]]}

***

No. 11
{"formula": "C5H12N2", "method": "ωB97M-V with the def2-TZVPD basis set", "multiplicity": 1, "molar_mass_g_mol": 100.2, "e_lumo_ev": 0.97, "fmax_ev_per_a": 1.27, "total_charge": 0, "orbital_gap_ha": 0.37911, "e_above_lowest_ev": 1.447, "smiles": "C=CC[C@@H](N)CN", "species": ["C", "C", "C", "C", "N", "C", "N", "H", "H", "H", "H", "H", "H", "H", "H", "H", "H", "H", "H"], "xyz": [[-0.15973, -0.09035, 2.66233], [-1.04744, -0.27421, 1.69670], [-0.81613, -1.05955, 0.42803], [0.32654, -0.54645, -0.45553], [0.29041, -1.25915, -1.72981], [0.39902, 0.99465, -0.49752], [1.03653, 1.47852, -1.74082], [0.70257, -0.73068, 2.79917], [-0.27673, 0.71588, 3.37242], [-1.90461, 0.39612, 1.69873], [-1.72805, -1.06873, -0.17877], [-0.68267, -2.10206, 0.70375], [1.22660, -0.92856, 0.02204], [-0.32471, -0.83222, -2.42033], [1.19156, -1.12973, -2.18175], [-0.61404, 1.36237, -0.43741], [0.94874, 1.28369, 0.39288], [1.07005, 2.48988, -1.65636], [0.36210, 1.30056, -2.47777]]}

***

No. 12
{"formula": "C5H12N2", "method": "ωB97M-V with the def2-TZVPD basis set", "multiplicity": 2, "molar_mass_g_mol": 100.2, "e_lumo_ev": [-3.04, -8.12], "fmax_ev_per_a": 4.01, "total_charge": 1, "orbital_gap_ha": [0.39597, 0.20339], "e_above_lowest_ev": 3.228, "species": ["C", "C", "C", "C", "N", "C", "N", "H", "H", "H", "H", "H", "H", "H", "H", "H", "H", "H", "H"], "xyz": [[-0.12607, 0.22331, 0.49017], [-1.15772, 0.28100, -0.67358], [-1.84429, -1.01872, -0.71734], [-3.10057, -1.28804, -0.40581], [1.03473, -0.30044, -0.12327], [2.17057, 0.61389, -0.12708], [2.90979, 1.13358, 1.11277], [-0.54930, -0.31768, 1.34796], [-0.07472, 1.24164, 0.94123], [-1.83917, 1.11393, -0.51509], [-0.62035, 0.31362, -1.59488], [-1.21338, -1.81155, -1.11623], [-3.49368, -2.33888, -0.59279], [-3.74912, -0.48138, 0.11563], [1.14429, -1.31051, -0.10052], [1.98428, 1.52850, -0.78499], [3.07668, 0.22452, -0.57583], [2.33285, 1.79113, 1.56709], [3.11516, 0.40205, 1.75254]]}